(1)
{
  "formula": "CH6NPS",
  "method": "the ωB97M-V functional and the def2-TZVPD basis",
  "species": ["C", "P", "N", "S", "H", "H", "H", "H", "H", "H"],
  "xyz": [[-0.619, -0.322, 1.072], [0.268, 0.009, -0.729], [-0.455, 0.765, -1.811], [2.260, 0.719, -0.377], [0.025, -0.698, 1.796], [-1.255, 0.446, 1.442], [-1.277, -1.121, 0.707], [0.532, -1.445, -0.914], [-1.422, 0.422, -1.977], [1.944, 1.226, 0.790]],
  "forces_ev_per_angstrom": [[-0.18, 0.07, -3.84], [0.99, -2.79, 4.09], [-2.00, 0.79, -1.58], [-0.69, -0.53, -0.88], [1.32, -0.61, 1.14], [-0.19, 0.97, 0.13], [0.06, -0.03, 0.31], [-0.02, 1.28, -0.04], [0.91, 0.50, -0.06], [-0.21, 0.35, 0.73]],
  "mulliken_charge": [-1.09, 0.46, -0.62, -0.28, 0.38, 0.35, 0.31, 0.10, 0.25, 0.14],
  "smiles": "C[P@@H](=N)S",
  "de_lowest_kcal_mol": 32.6
}



(2)
{
  "formula": "CH6NPS",
  "method": "the ωB97M-V functional and the def2-TZVPD basis",
  "species": ["C", "N", "P", "S", "H", "H", "H", "H", "H", "H"],
  "xyz": [[-0.575, 0.514, -2.053], [0.917, -0.654, 2.283], [-0.105, 0.378, 1.504], [0.624, 0.029, -0.822], [-0.604, 1.689, -2.166], [-1.678, 0.216, -1.845], [-0.137, 0.097, -2.899], [1.846, -0.293, 2.295], [0.902, -1.586, 1.921], [-1.188, -0.390, 1.782]],
  "forces_ev_per_angstrom": [[-2.41, 2.82, 1.96], [1.21, -0.35, 0.38], [-1.68, 1.77, 0.57], [1.08, -0.37, -1.26], [0.29, -2.29, 0.14], [1.99, 0.14, -0.35], [0.11, -0.62, -1.91], [0.79, -0.09, 0.16], [0.16, -0.72, 0.00], [-1.53, -0.30, 0.31]],
  "lowdin_spin": [0.09, 0.14, 0.78, 0.84, 0.02, 0.00, 0.02, 0.00, 0.01, 0.09],
  "s_squared": 2.008,
  "de_lowest_kcal_mol": 39.2,
  "spin_multiplicity": 3
}



(3)
{
  "formula": "CH6NS",
  "method": "the ωB97M-V functional and the def2-TZVPD basis",
  "species": ["S", "H", "C", "N", "H", "H", "H", "H", "H"],
  "xyz": [[0.535, -2.295, -0.317], [0.693, -0.948, -0.127], [-0.070, 2.355, -0.233], [-1.005, 1.963, 0.876], [0.986, 2.114, 0.191], [-0.079, 3.432, -0.263], [-0.197, 1.802, -1.196], [-1.736, 1.358, 0.423], [-0.765, 1.088, 1.308]],
  "forces_ev_per_angstrom": [[-0.01, 0.66, 0.11], [-0.03, -0.54, -0.09], [2.04, -1.59, 2.04], [-1.90, -1.46, -1.69], [-1.52, 0.28, -1.10], [-0.29, 0.32, -0.70], [0.01, 0.71, 0.77], [-0.33, 1.77, -0.30], [2.03, -0.15, 0.96]],
  "mulliken_charge": [-0.87, -0.14, -0.59, -0.69, 0.23, 0.27, 0.26, 0.24, 0.29],
  "de_lowest_kcal_mol": 19.2,
  "total_charge": -1
}



(4)
{
  "formula": "CH6NS",
  "method": "the ωB97M-V functional and the def2-TZVPD basis",
  "species": ["S", "H", "C", "N", "H", "H", "H", "H", "H"],
  "xyz": [[-2.123, 0.533, 0.650], [-3.251, 1.219, 0.873], [0.819, -0.744, -0.502], [1.144, 0.569, 0.077], [1.454, -0.989, -1.377], [-0.239, -0.833, -0.775], [0.908, -1.496, 0.276], [0.364, 1.118, -0.288], [0.925, 0.623, 1.065]],
  "forces_ev_per_angstrom": [[-0.01, -0.01, 0.01], [-0.08, 0.05, 0.01], [-0.10, -0.49, 0.49], [-0.54, 0.48, -0.92], [-0.20, 0.13, 0.53], [0.11, 0.25, -0.24], [0.49, -0.43, -0.05], [0.35, 0.56, 0.15], [-0.02, -0.55, 0.03]],
  "mulliken_charge": [-0.86, -0.07, -0.61, -0.69, 0.23, 0.20, 0.26, 0.26, 0.29],
  "de_lowest_kcal_mol": 4.2,
  "total_charge": -1
}



(5)
{
  "formula": "CH6NS",
  "method": "the ωB97M-V functional and the def2-TZVPD basis",
  "species": ["S", "H", "C", "N", "H", "H", "H", "H", "H"],
  "xyz": [[0.889, 2.295, -0.608], [0.358, 3.326, 0.110], [-0.249, -1.217, -0.327], [-0.235, -0.452, 0.931], [0.340, -0.669, -1.065], [0.455, -2.064, -0.193], [-1.197, -1.660, -0.606], [-0.944, 0.279, 0.914], [0.584, 0.162, 0.843]],
  "forces_ev_per_angstrom": [[-0.12, 0.50, 0.18], [0.21, -0.40, -0.24], [2.14, -0.43, 0.84], [-0.17, 0.10, 0.11], [-1.04, 0.34, -0.83], [-0.53, -0.15, 0.28], [-0.22, 0.46, -0.26], [-0.14, -0.26, -0.27], [-0.12, -0.17, 0.17]],
  "mulliken_charge": [-0.89, -0.05, -0.62, -0.69, 0.22, 0.23, 0.29, 0.29, 0.22],
  "de_lowest_kcal_mol": 6.5,
  "total_charge": -1
}



(6)
{
  "formula": "CH6NS",
  "method": "the ωB97M-V functional and the def2-TZVPD basis",
  "species": ["C", "N", "H", "H", "H", "H", "S", "H", "H"],
  "xyz": [[1.019, -0.022, -0.194], [0.500, -1.073, -0.710], [0.878, 0.919, -0.705], [1.602, -0.106, 0.713], [0.633, -1.997, -0.313], [-0.059, -1.041, -1.554], [-1.236, 1.113, 1.490], [-1.387, 1.992, 0.481], [-1.952, 0.214, 0.791]],
  "forces_ev_per_angstrom": [[-0.58, -0.20, -0.02], [0.30, -0.16, -0.05], [0.14, 0.07, 0.10], [0.09, 0.07, -0.05], [0.00, 0.07, 0.15], [0.02, 0.12, -0.10], [0.06, -0.06, -0.48], [0.01, 0.11, 0.21], [-0.04, -0.01, 0.24]],
  "mulliken_charge": [-0.21, -0.14, 0.37, 0.31, 0.28, 0.29, -0.32, 0.21, 0.21],
  "de_lowest_kcal_mol": 5.3,
  "total_charge": 1
}